[1]
Molecular formula: C23H42AgNO16PbS
Method: DFT, the ωB97M-V functional and the def2-TZVPD basis

```
85
Properties=species:S:1:pos:R:3:mulliken_spin:R:1
Pb 3.783 11.399 17.196 -0.009
Ag 7.461 13.564 17.458 0.003
C 6.927 10.456 18.023 0.000
O 6.224 11.663 17.823 0.019
H 7.636 10.258 17.206 0.000
H 7.665 10.597 18.826 0.001
H 6.304 9.565 18.159 0.000
C 9.806 12.002 15.282 0.000
O 8.892 12.959 15.702 0.000
H 10.072 11.371 16.153 0.000
H 9.350 11.478 14.428 0.000
H 10.765 12.478 15.005 0.000
C 2.168 13.381 21.604 0.023
C 2.482 12.377 20.445 -0.060
C 1.417 11.218 20.599 0.036
C -0.043 11.617 20.434 -0.002
C -0.186 12.189 19.019 0.008
C 0.844 13.230 18.665 -0.012
N 2.241 12.876 19.064 0.318
O 3.215 13.659 18.694 0.610
C 0.444 14.583 19.218 0.034
C 0.825 13.372 17.148 0.011
C 3.848 11.747 20.597 0.035
H 1.155 13.257 21.984 0.000
H 2.299 14.427 21.331 -0.004
H 2.777 13.166 22.484 0.003
H 1.572 10.752 21.575 0.003
H 1.753 10.488 19.857 -0.019
H -0.508 12.279 21.165 0.000
H -0.685 10.733 20.396 -0.001
H -1.178 12.644 19.027 -0.001
H -0.170 11.283 18.410 0.000
H -0.387 14.954 18.618 0.001
H 1.267 15.295 19.136 -0.002
H 0.117 14.623 20.259 -0.001
H 1.163 12.544 16.522 -0.004
H 1.352 14.281 16.844 0.000
H -0.168 13.567 16.730 0.000
H 4.598 12.527 20.751 0.003
H 4.278 11.239 19.732 -0.001
H 3.901 11.050 21.434 0.001
S 4.560 14.482 15.584 0.004
O 5.299 14.679 14.340 0.001
O 3.803 15.623 16.083 0.000
O 3.743 13.227 15.565 0.007
O 5.517 14.105 16.661 0.000
C 13.625 11.858 18.322 0.000
C 12.182 11.357 18.353 0.000
C 11.694 10.482 19.520 0.000
O 10.439 11.091 19.878 0.000
C 10.209 12.182 19.146 0.000
O 9.201 12.824 19.113 0.000
O 11.243 12.410 18.344 0.000
H 13.506 12.905 18.028 0.000
H 14.226 11.398 17.544 0.000
H 14.101 11.940 19.299 0.000
H 11.977 10.802 17.432 0.000
H 12.337 10.698 20.379 0.000
H 11.587 9.408 19.410 0.000
C 7.012 9.201 21.595 0.000
C 7.472 10.563 22.107 0.000
C 6.488 11.359 22.993 0.000
O 7.322 11.706 24.107 0.000
C 8.444 10.985 24.115 0.000
O 9.208 10.931 25.027 0.000
O 8.574 10.310 22.942 0.000
H 7.533 8.731 20.767 0.000
H 5.958 9.344 21.329 0.000
H 6.942 8.502 22.432 0.000
H 7.556 11.254 21.262 0.000
H 5.684 10.770 23.443 0.000
H 6.078 12.132 22.351 0.000
C 5.669 11.220 11.546 0.000
C 6.147 10.072 12.456 0.000
C 7.361 10.429 13.336 0.000
O 6.796 10.243 14.667 0.000
C 5.522 9.913 14.575 -0.003
O 4.819 9.725 15.551 -0.002
O 5.098 9.799 13.342 0.000
H 6.434 11.646 10.899 0.000
H 5.038 11.957 12.041 0.000
H 4.940 10.775 10.857 0.000
H 6.321 9.179 11.850 0.000
H 7.658 11.453 13.119 0.000
H 8.238 9.833 13.095 0.000
```

Computed properties:
- ΔE to the lowest compared entry with this formula, charge and spin (kcal per mole) = 0.0
- energy (Eh) = -2898.07959
- spin multiplicity = 2
- charge = -1
- orbital gap (spin up / spin down) (hartree) = 0.18283 / 0.16440
- ⟨S²⟩ = 0.756
- E_LUMO (spin up / spin down) (eV) = 1.9 / 1.4

***

[2]
Molecular formula: C4H8NO2S
Method: DFT, the ωB97M-V functional and the def2-TZVPD basis

```
16
Properties=species:S:1:pos:R:3:mulliken_charge:R:1
O 0.627 -0.399 1.547 -0.746
C 0.750 0.324 0.512 0.218
N 1.379 1.470 0.479 -0.895
C -1.587 2.017 2.009 0.146
O -2.631 2.452 1.596 -0.483
C 0.157 -0.354 -0.723 -0.283
C 0.853 -1.657 -1.072 -0.616
S 0.323 -2.420 -2.655 -0.272
H 1.609 1.723 -0.485 0.182
H -1.116 2.471 2.888 0.259
H -1.161 1.084 1.624 0.066
H -0.864 -0.636 -0.425 0.217
H -0.014 0.266 -1.611 0.393
H 1.943 -1.544 -1.071 0.381
H 0.723 -2.375 -0.265 0.334
H -0.991 -2.422 -2.348 0.099
```

Computed properties:
- ΔE to the lowest compared entry with this formula, charge and spin (kcal per mole) = 41.4
- energy (Eh) = -760.64683
- charge = -1
- orbital gap (hartree) = 0.25467
- E_LUMO (eV) = 3.0

***

[3]
Molecular formula: C27H32ClGdN3O5S
Method: DFT, the ωB97M-V functional and the def2-TZVPD basis

```
70
Properties=species:S:1:pos:R:3:mulliken_spin:R:1
Gd -0.763 0.170 -0.342 5.831
Cl 1.641 0.077 -1.174 0.019
N 0.402 2.396 -0.351 0.042
N 0.279 -2.251 -0.266 0.008
C -0.413 3.095 -1.126 0.188
C -0.248 -2.972 -1.223 0.002
C 1.533 3.321 -0.017 -0.019
C 0.826 4.672 -0.122 -0.011
C 2.652 3.300 -1.042 -0.008
C 2.111 3.032 1.356 -0.008
H 2.314 3.682 -2.016 0.001
H 3.050 2.290 -1.163 0.000
H 3.451 3.967 -0.684 0.000
H 1.328 3.067 2.117 0.002
H 2.870 3.798 1.577 0.000
H 2.598 2.050 1.380 -0.001
C 1.241 -3.132 0.487 -0.014
C 0.955 -4.511 -0.115 -0.001
C 0.970 -3.092 1.983 0.008
C 2.705 -2.800 0.257 -0.003
H 2.957 -2.852 -0.808 0.000
H 3.312 -3.558 0.779 0.000
H 2.978 -1.818 0.653 0.000
H -0.066 -3.383 2.188 -0.005
H 1.159 -2.096 2.398 0.002
H 1.636 -3.811 2.485 0.000
O 0.072 -4.264 -1.244 0.002
H 0.449 -5.182 0.595 0.001
H 1.839 -5.019 -0.522 0.000
O -0.280 4.410 -1.084 -0.013
H 1.420 5.488 -0.551 -0.001
H 0.396 4.970 0.847 -0.003
C -1.493 2.454 -2.001 -0.035
C -1.270 -2.486 -2.258 0.013
C -0.955 -1.195 -3.006 -0.042
H -2.169 -2.253 -1.643 0.004
H -1.492 -3.330 -2.929 0.000
C -1.408 -0.018 -2.491 0.064
C -1.084 1.254 -2.866 -0.054
H -0.504 0.686 1.695 -0.145
C -0.344 1.377 -4.060 0.054
C 0.062 0.192 -4.682 -0.013
C 0.004 2.736 -4.583 -0.011
C -0.204 -1.085 -4.190 0.003
H 0.639 0.282 -5.592 0.000
C 0.278 -2.347 -4.831 -0.001
H 0.713 -2.168 -5.821 0.000
H -0.564 -3.048 -4.944 0.000
H 1.044 -2.842 -4.207 0.000
H -0.854 3.421 -4.478 0.000
H 0.284 2.694 -5.643 0.000
H 0.857 3.179 -4.037 0.002
H -1.920 3.242 -2.632 0.013
H -2.286 2.102 -1.284 -0.064
O -2.255 -1.185 1.141 0.175
C -1.835 -0.768 2.282 0.336
N -0.587 -0.118 2.305 0.071
S -0.145 0.723 3.748 0.042
O 1.181 0.335 4.076 0.000
O -0.420 2.090 3.380 0.003
C -1.453 -0.156 4.527 0.206
C -1.797 0.228 5.844 -0.128
C -2.910 -0.394 6.446 0.224
C -3.698 -1.254 5.681 -0.056
C -3.446 -1.448 4.312 0.146
C -2.323 -0.835 3.673 0.142
H -1.261 1.000 6.365 -0.005
H -3.133 -0.210 7.494 0.022
H -4.532 -1.769 6.176 -0.004
H -4.093 -2.132 3.779 0.021
```

Computed properties:
- ΔE to the lowest compared entry with this formula, charge and spin (kcal per mole) = 22.6
- energy (Eh) = -3212.54873
- spin multiplicity = 8
- charge = -1
- orbital gap (spin up / spin down) (hartree) = 0.19473 / 0.14831
- ⟨S²⟩ = 16.780
- E_LUMO (spin up / spin down) (eV) = 2.7 / 2.7

***

[4]
Molecular formula: C3H9S2
Method: DFT, the ωB97M-V functional and the def2-TZVPD basis

```
14
Properties=species:S:1:pos:R:3:mulliken_charge:R:1
C 1.213 -0.912 0.075 -0.632
C 1.288 0.583 -0.246 -0.400
C 0.333 1.526 0.596 -0.641
S -1.400 1.056 0.266 -0.568
H 1.528 -1.096 1.137 0.245
H 1.870 -1.469 -0.578 0.314
H 0.168 -1.231 -0.021 -0.048
H 2.327 0.978 -0.120 0.297
H 1.028 0.709 -1.306 0.235
H 0.357 2.556 0.247 0.226
H 0.447 1.530 1.692 0.261
S -2.743 -1.915 -0.647 -0.423
H -2.376 -0.623 -0.133 0.045
H -4.040 -1.692 -0.962 0.089
```

Computed properties:
- ΔE to the lowest compared entry with this formula, charge and spin (kcal per mole) = 14.9
- energy (Eh) = -916.09081
- charge = -1
- orbital gap (hartree) = 0.23389
- E_LUMO (eV) = 3.6

***

[5]
Molecular formula: C3H9NO3
Method: DFT, the ωB97M-V functional and the def2-TZVPD basis

```
16
Properties=species:S:1:pos:R:3:mulliken_charge:R:1
N -1.148 -1.978 0.850 -0.643
C -0.927 -0.537 0.746 0.404
C 0.197 -0.025 1.568 -0.155
O 0.093 0.767 2.535 -0.506
C -0.777 -0.048 -0.712 -0.266
O -1.885 0.719 -1.104 -0.530
H -1.310 -2.485 -0.069 0.255
H -0.357 -2.487 1.151 0.269
H -1.879 0.006 1.049 0.169
H 1.254 -0.450 1.426 0.334
H -0.585 -0.924 -1.283 0.303
H 0.088 0.777 -0.627 0.061
H -1.856 1.064 -2.008 0.307
O 2.671 1.653 -1.149 -0.624
H 2.761 2.546 -0.934 0.300
H 3.659 1.402 -1.439 0.324
```

Computed properties:
- ΔE to the lowest compared entry with this formula, charge and spin (kcal per mole) = 73.2
- energy (Eh) = -400.10484
- SMILES string = N[C@@H](C=O)CO.O
- orbital gap (hartree) = 0.36745
- E_LUMO (eV) = 0.5

***

[6]
Molecular formula: C21H19F4
Method: DFT, the ωB97M-V functional and the def2-TZVPD basis

```
44
Properties=species:S:1:pos:R:3:mulliken_charge:R:1
C 3.873 2.549 0.964 -1.444
C 2.397 2.715 1.007 0.606
C 1.649 2.298 -0.053 -0.462
C 0.276 2.538 -0.092 -0.431
H -0.286 -1.564 1.034 0.443
C -0.448 2.775 1.122 0.876
C -1.906 2.358 1.196 -1.331
C 0.231 3.183 2.237 -0.701
C 1.728 3.360 2.177 -0.430
H 4.349 3.090 1.789 0.382
H 4.134 1.482 1.068 0.352
H 4.279 2.909 0.002 0.393
H 2.154 1.762 -0.872 0.456
H -0.294 2.165 -0.923 0.487
H -2.185 1.765 0.314 0.273
H -2.075 1.733 2.087 0.379
H -2.607 3.206 1.224 0.347
H -0.299 3.299 3.200 0.416
H 2.103 2.886 3.098 0.426
H 1.988 4.435 2.229 0.399
F -4.147 -0.538 -2.978 -0.310
C -3.794 -0.992 -1.717 0.393
C -4.766 -1.004 -0.727 -0.775
C -4.330 -1.412 0.538 0.403
F -5.212 -1.390 1.588 -0.308
C -3.018 -1.783 0.795 -0.949
C -2.038 -1.741 -0.212 0.793
C -0.607 -2.198 0.190 -0.760
C 0.629 -2.368 -0.737 0.728
C 1.773 -2.951 -0.162 -0.987
C 2.916 -3.190 -0.913 0.386
F 4.024 -3.681 -0.271 -0.305
C 2.992 -2.906 -2.283 -0.734
C 1.864 -2.314 -2.834 0.306
F 1.893 -1.965 -4.175 -0.310
C 0.704 -2.017 -2.098 -0.552
C -2.452 -1.347 -1.499 -0.726
H -5.791 -0.694 -0.908 0.496
H -2.707 -2.128 1.783 0.476
H -0.736 -3.194 0.710 0.460
H 1.719 -3.219 0.894 0.470
H 3.889 -3.105 -2.864 0.487
H -0.123 -1.507 -2.594 0.491
H -1.746 -1.302 -2.330 0.388
```

Computed properties:
- ΔE to the lowest compared entry with this formula, charge and spin (kcal per mole) = 0.0
- energy (Eh) = -1210.76678
- charge = +1
- orbital gap (hartree) = 0.20989
- E_LUMO (eV) = -6.1